Record 1
Formula: C14H16O2
Source: the Open Molecules 2025 dataset
Level of theory: ωB97M-V with the def2-TZVPD basis set

Summary:
**LUMO level**: 0.811 eV
**Maximum force**: 2.39 eV Å⁻¹
**Highest occupied orbital energy**: -8.2 eV
**Orbital gap**: 9.1 eV

Each line ends with the Löwdin charge.
CARTESIAN COORDINATES (ANGSTROEM)
C 1.42 2.64 1.49  -0.0503
C 1.15 0.60 0.02  -0.0346
C 1.98 1.53 0.64  -0.2937
C 1.68 -0.38 -0.80  -0.0061
C 3.34 1.38 0.55  -0.0478
C 3.06 -0.46 -0.97  -0.3289
C 3.91 0.29 -0.17  -0.0160
O 3.50 -1.40 -1.86  0.0457
H 0.08 0.62 0.17  0.0996
H 1.08 -1.20 -1.17  0.1098
H 0.34 2.62 1.61  0.0664
H 1.62 3.57 0.90  0.0869
H 4.11 2.02 0.97  0.1103
H 4.98 0.12 -0.16  0.1072
H 4.41 -1.26 -2.10  0.0918
H 2.04 2.88 2.35  0.0735
C -2.00 -2.39 -1.96  -0.0686
C -3.07 0.72 -0.11  -0.0227
C -2.69 0.42 1.16  -0.3541
C -2.91 -0.21 -1.16  -0.0277
C -2.32 -1.44 -0.88  -0.3067
C -2.41 -0.94 1.48  -0.0209
C -2.12 -1.81 0.46  -0.0509
O -2.70 1.35 2.14  0.0416
H -3.59 1.67 -0.24  0.1181
H -3.14 0.09 -2.17  0.1117
H -2.47 -1.14 2.55  0.1148
H -2.16 1.10 2.90  0.1060
H -1.73 -3.37 -1.55  0.0777
H -1.08 -2.12 -2.49  0.0746
H -1.89 -2.85 0.67  0.1105
H -2.76 -2.46 -2.73  0.0830

Record 2
Formula: C9H14O
Source: the Open Molecules 2025 dataset
Level of theory: ωB97M-V with the def2-TZVPD basis set

Summary:
**LUMO level**: 0.827 eV
**Maximum force**: 3.39 eV Å⁻¹
**Highest occupied orbital energy**: -8.5 eV
**Orbital gap**: 9.3 eV

Each line ends with the Löwdin charge.
CARTESIAN COORDINATES (ANGSTROEM)
C 1.61 -2.15 2.80  -0.1809
C 0.60 -3.13 3.35  -0.1764
H 1.19 -1.23 2.37  0.0342
H 2.18 -1.58 3.57  0.0741
H 2.28 -2.65 2.11  0.0676
H -0.03 -2.75 4.16  0.0642
H 1.10 -4.03 3.71  0.0626
H -0.17 -3.38 2.61  0.0624
C 1.29 -0.83 -2.66  -0.0552
C 0.37 -0.27 -0.45  -0.0274
C 0.39 0.06 -1.80  -0.2872
C -0.34 0.60 0.42  -0.0085
C -0.29 1.15 -2.29  -0.0510
C -1.10 1.65 -0.08  -0.3482
C -1.05 1.93 -1.43  -0.0261
O -1.92 2.32 0.77  0.0352
H 0.80 -1.10 0.10  0.0914
H -0.41 0.52 1.51  0.1111
H 1.50 -1.78 -2.19  0.0667
H 2.19 -0.38 -3.07  0.0754
H -0.25 1.56 -3.29  0.1144
H -1.69 2.74 -1.78  0.1154
H -2.85 2.50 0.80  0.1059
H 0.62 -1.09 -3.51  0.0803

Record 3
Formula: C9H9N3O2
Source: the Open Molecules 2025 dataset
Level of theory: ωB97M-V with the def2-TZVPD basis set

Summary:
**LUMO level**: 0.081 eV
**Maximum force**: 9.14 eV Å⁻¹
**Highest occupied orbital energy**: -9.0 eV
**Orbital gap**: 9.1 eV

Each line ends with the Löwdin charge.
CARTESIAN COORDINATES (ANGSTROEM)
C -1.33 -0.89 -0.40  -0.4063
C -1.28 0.43 -1.20  0.0219
C -2.32 1.18 -1.26  -0.1819
C -3.41 -0.20 0.49  -0.4200
C 2.82 -1.04 -0.56  -0.1498
C 1.71 -1.03 0.15  -0.1445
C 1.50 0.04 0.97  -0.1127
C 2.51 1.00 1.10  -0.0773
C 3.69 0.83 0.32  -0.2037
H -2.36 -2.06 0.69  0.1383
H -0.24 0.71 -1.55  0.1434
H -2.40 2.07 -1.94  0.1532
H -3.72 1.73 0.17  0.2529
H 3.13 -1.97 -1.05  0.1107
H 0.94 -1.85 0.13  0.0777
H 0.60 0.11 1.62  0.1141
H 2.14 1.84 1.85  0.1341
H 4.53 1.56 0.47  0.1083
N -2.39 -1.21 0.26  0.2340
N -3.30 0.85 -0.47  0.0678
N 3.88 -0.14 -0.55  0.0624
O -0.37 -1.71 -0.49  -0.0310
O -4.34 -0.24 1.25  0.1085

Record 4
Formula: C2H2NO5S
Source: the Open Molecules 2025 dataset
Level of theory: ωB97M-V with the def2-TZVPD basis set

Summary:
**LUMO level**: 3.578 eV
**Maximum force**: 2.33 eV Å⁻¹
**Total charge**: -1
**Highest occupied orbital energy**: -5.7 eV
**Orbital gap**: 9.3 eV

Each line ends with the Löwdin charge.
CARTESIAN COORDINATES (ANGSTROEM)
C 2.35 -1.22 -1.57  -0.4370
C -1.50 2.01 0.79  -0.5674
N 1.29 -1.13 -2.03  0.2253
O -1.11 0.82 0.54  -0.2125
O 3.52 -1.26 -1.33  0.0497
O -2.37 2.68 0.27  -0.0422
O -1.82 -1.62 -0.32  -0.4609
O -0.79 -0.11 -1.91  -0.4731
S -1.87 -0.32 -0.96  0.8516
H 0.31 -1.01 -1.91  -0.0583
H -1.04 2.43 1.76  0.1249

Record 5
Formula: C7H12O
Source: the Open Molecules 2025 dataset
Level of theory: ωB97M-V with the def2-TZVPD basis set

Summary:
**LUMO level**: 0.992 eV
**Maximum force**: 10.37 eV Å⁻¹
**Highest occupied orbital energy**: -8.4 eV
**Orbital gap**: 9.4 eV

Each line ends with the Löwdin charge.
CARTESIAN COORDINATES (ANGSTROEM)
C 0.12 1.19 -1.40  -0.2282
C -0.23 -0.26 -1.81  -0.2361
C 0.41 -1.21 -0.76  -0.2063
C -0.56 -1.48 0.35  -0.1130
C -0.46 -0.91 1.55  -0.2277
C 0.34 0.04 1.99  -0.2977
C -0.07 1.65 0.05  -0.1683
H 1.16 1.25 -1.63  0.0823
H -0.36 1.99 -2.14  0.1501
H 0.14 -0.63 -2.81  0.1171
H -1.32 -0.37 -1.68  0.1032
H 0.82 -2.18 -1.37  0.1485
H 1.25 -0.30 -0.45  0.1654
H -1.06 -2.49 0.36  0.1147
H -0.81 -1.65 2.60  0.1968
H -0.34 0.55 2.85  0.1493
H 1.36 -0.07 2.70  0.1923
H -1.23 1.33 0.29  0.1593
H -0.01 2.74 0.45  0.1421
O 0.84 0.79 0.85  -0.2439

Record 6
Formula: C28H54BrMnNO2SbSi
Source: the Open Molecules 2025 dataset
Level of theory: ωB97M-V with the def2-TZVPD basis set

Summary:
**Spin multiplicity**: 5
**LUMO level (spin up / spin down)**: -1.561 / -0.107 eV
**Maximum force**: 0.62 eV Å⁻¹
**Highest occupied orbital energy (spin up / spin down)**: -7.2 / -7.6 eV
**Orbital gap (spin up / spin down)**: 5.7 / 7.5 eV

Each line ends with the Löwdin charge.
CARTESIAN COORDINATES (ANGSTROEM)
Mn 0.22 0.35 -0.07  0.7302
C -2.92 -0.07 0.10  -0.0953
C -2.26 -1.33 -0.47  -0.4972
C -2.32 -1.29 -2.00  -0.0825
C -0.79 -1.49 0.00  -0.2580
H -3.88 0.14 -0.40  0.0835
H -2.30 0.82 -0.05  0.0330
H -3.11 -0.15 1.17  0.0470
H -2.84 -2.19 -0.13  0.1166
H -1.65 -0.53 -2.40  0.0629
H -3.34 -1.07 -2.34  0.0757
H -2.02 -2.25 -2.42  0.0830
H -0.28 -2.18 -0.68  0.0534
H -0.74 -1.94 0.99  -0.0133
Br 6.79 -0.21 -3.98  0.7506
C 5.34 -0.45 -2.79  -0.6660
C 5.60 -0.70 -1.45  -0.1838
N 4.63 -0.87 -0.56  0.0895
C 3.37 -0.75 -1.00  -0.0979
C 3.02 -0.49 -2.31  -0.1168
C 4.04 -0.35 -3.24  -0.0428
C 1.60 -0.30 -2.76  -0.5781
O 1.32 -0.42 -3.93  0.0948
O 0.74 0.03 -1.84  -0.2256
H 6.62 -0.78 -1.09  0.1022
H 2.60 -0.90 -0.26  0.0722
H 3.80 -0.15 -4.28  0.1251
C 2.28 2.79 -1.88  -0.1792
Si 1.17 2.69 -0.36  0.6906
C 2.30 3.41 1.02  -0.6505
C 3.43 2.39 1.24  -0.1088
C 2.93 4.75 0.62  -0.0894
C 1.54 3.60 2.33  -0.1303
C -0.39 3.74 -0.81  -0.6526
C -1.36 3.84 0.37  -0.1100
C -0.05 5.16 -1.29  -0.0934
C -1.08 3.00 -1.97  -0.1043
H 2.44 3.83 -2.17  0.0303
H 1.84 2.28 -2.75  0.0308
H 3.26 2.34 -1.70  0.0282
H 4.09 2.33 0.37  0.0714
H 3.05 1.38 1.42  0.0410
H 4.04 2.69 2.09  0.0916
H 3.50 4.68 -0.30  0.0737
H 3.62 5.08 1.41  0.0859
H 2.18 5.54 0.50  0.0638
H 1.05 2.68 2.63  0.0017
H 0.77 4.37 2.24  0.0688
H 2.23 3.90 3.13  0.0965
H -0.98 4.51 1.14  0.0617
H -1.55 2.87 0.84  0.0420
H -2.33 4.24 0.03  0.0862
H 0.32 5.78 -0.48  0.0643
H -0.96 5.64 -1.68  0.0865
H 0.68 5.16 -2.10  0.0720
H -1.26 1.94 -1.75  0.0398
H -0.49 3.03 -2.88  0.0863
H -2.05 3.45 -2.18  0.0890
C -2.64 1.59 4.44  -0.1460
C -1.14 1.35 4.63  -0.5581
C -0.40 2.67 4.82  -0.1462
Sb -0.39 0.17 2.98  1.5649
C 1.68 -0.03 3.57  -0.5584
C 1.95 -0.36 5.03  -0.1317
C 2.34 -1.05 2.64  -0.1527
C -1.12 -1.77 3.65  -0.5313
C -2.47 -2.14 3.04  -0.1424
C -1.20 -1.88 5.17  -0.1397
H -3.05 2.16 5.27  0.0816
H -3.20 0.65 4.38  0.0548
H -2.84 2.15 3.52  0.0714
H -0.98 0.72 5.50  0.0680
H -0.61 3.36 4.00  0.0647
H 0.68 2.54 4.88  0.0609
H -0.73 3.15 5.74  0.0858
H 2.09 0.96 3.36  0.0496
H 1.70 -1.39 5.26  0.0651
H 1.40 0.29 5.72  0.0643
H 3.02 -0.23 5.25  0.0847
H 2.04 -2.07 2.90  0.0800
H 3.43 -0.99 2.68  0.0908
H 2.05 -0.89 1.60  0.0085
H -0.36 -2.46 3.27  0.0792
H -3.26 -1.44 3.36  0.0682
H -2.77 -3.13 3.38  0.0869
H -2.46 -2.15 1.95  0.0276
H -2.02 -1.28 5.56  0.0734
H -0.29 -1.57 5.68  0.0441
H -1.39 -2.92 5.44  0.0857

Question: Which of these has the lowest maximum force?
Answer: C28H54BrMnNO2SbSi

Please write out number 1 again, unchanged.
Formula: C14H16O2
Source: the Open Molecules 2025 dataset
Level of theory: ωB97M-V with the def2-TZVPD basis set

Summary:
**LUMO level**: 0.811 eV
**Maximum force**: 2.39 eV Å⁻¹
**Highest occupied orbital energy**: -8.2 eV
**Orbital gap**: 9.1 eV

Each line ends with the Löwdin charge.
CARTESIAN COORDINATES (ANGSTROEM)
C 1.42 2.64 1.49  -0.0503
C 1.15 0.60 0.02  -0.0346
C 1.98 1.53 0.64  -0.2937
C 1.68 -0.38 -0.80  -0.0061
C 3.34 1.38 0.55  -0.0478
C 3.06 -0.46 -0.97  -0.3289
C 3.91 0.29 -0.17  -0.0160
O 3.50 -1.40 -1.86  0.0457
H 0.08 0.62 0.17  0.0996
H 1.08 -1.20 -1.17  0.1098
H 0.34 2.62 1.61  0.0664
H 1.62 3.57 0.90  0.0869
H 4.11 2.02 0.97  0.1103
H 4.98 0.12 -0.16  0.1072
H 4.41 -1.26 -2.10  0.0918
H 2.04 2.88 2.35  0.0735
C -2.00 -2.39 -1.96  -0.0686
C -3.07 0.72 -0.11  -0.0227
C -2.69 0.42 1.16  -0.3541
C -2.91 -0.21 -1.16  -0.0277
C -2.32 -1.44 -0.88  -0.3067
C -2.41 -0.94 1.48  -0.0209
C -2.12 -1.81 0.46  -0.0509
O -2.70 1.35 2.14  0.0416
H -3.59 1.67 -0.24  0.1181
H -3.14 0.09 -2.17  0.1117
H -2.47 -1.14 2.55  0.1148
H -2.16 1.10 2.90  0.1060
H -1.73 -3.37 -1.55  0.0777
H -1.08 -2.12 -2.49  0.0746
H -1.89 -2.85 0.67  0.1105
H -2.76 -2.46 -2.73  0.0830

Question: Look up the maximum force of the sixth one.
Answer: 0.62 eV Å⁻¹

Question: Look up the maximum force of the fifth one.
Answer: 10.37 eV Å⁻¹